9
Properties=species:S:1:pos:R:3 method="wB97M-V/def2-TZVPD" max_force_ha_per_bohr=0.067 homo_ha=-0.108 multiplicity=1 total_charge=-1 relative_energy_kcal_mol=56.0 gap_ev=7.027
C -0.173 0.093 0.285
C 0.489 -0.847 1.120
C -0.063 0.321 -1.168
O 0.939 0.641 1.057
O 0.574 -1.677 1.947
S -1.693 0.094 1.162
H 0.013 -0.606 -1.666
H -0.941 0.915 -1.332
H 0.854 1.066 -1.404